No. 1
DFT (wB97M-V/def2-TZVPD) results for the molecule C13H17NO4S.

Calculated values
- LUMO level (eV) = 0.481
- energy above the lowest of the compared OMol25 structures with the same formula, charge and spin (kcal per mole) = 249.9

Last column: Mulliken charge in e.
CARTESIAN COORDINATES (ANGSTROEM)
C1 -3.972905 -3.071553 -1.012210  -0.64
S1 -3.519878 -2.571393 0.364531  -0.17
C2 -2.932220 -0.879624 -0.006999  -0.33
C3 -2.408003 -0.141129 1.288166  -2.10
C4 -1.760155 1.329413 0.690032  0.03
N1 -0.823230 1.481881 -0.281524  -0.16
C5 0.429440 1.624960 -0.089822  0.90
O1 0.979418 1.477235 1.018954  -0.71
O2 1.301551 1.668746 -1.073814  -0.46
C6 2.675070 1.696087 -1.026297  -0.98
C7 3.229698 0.424455 -0.210776  1.02
C8 4.335466 0.364708 0.675596  -0.18
C9 4.824375 -0.684762 1.212008  -0.64
C10 4.527450 -1.761137 0.627084  -0.28
C11 3.392438 -1.896964 -0.144670  -0.52
C12 2.819687 -0.791386 -0.867472  -0.84
C13 -2.911150 2.174823 0.232346  0.35
O3 -3.058582 2.644490 -1.041392  -0.68
O4 -3.848969 2.514549 0.984571  -0.39
H1 -2.988600 -3.187638 -1.726474  0.19
H2 -4.591347 -2.323657 -1.593569  0.23
H3 -4.411986 -4.076226 -0.937972  0.33
H4 -3.724473 -0.316452 -0.539672  0.33
H5 -2.053729 -0.800642 -0.751368  0.25
H6 -3.112501 0.137178 1.758082  1.03
H7 -1.544299 -0.544407 1.469498  0.61
H8 -1.397841 1.737937 1.562236  0.54
H9 -1.130199 1.343183 -1.152470  0.25
H10 2.884132 2.370596 -0.227377  0.47
H11 3.129351 2.097350 -1.921071  0.33
H12 4.717293 1.513711 0.967616  0.05
H13 5.635907 -0.396836 1.636696  0.50
H14 4.794071 -2.721495 1.267010  0.20
H15 3.067994 -2.792577 -0.550559  0.43
H16 1.966012 -0.745935 -1.365138  0.62
H17 -4.519303 3.102500 0.766226  0.39

Atomic forces in eV per Å
-0.3 -2.4 -11.0
3.1 4.0 9.6
1.2 0.7 -0.5
5.4 0.3 -12.6
-4.2 -0.7 1.6
-0.4 -0.8 -0.5
7.6 -1.8 4.9
-1.6 1.0 0.3
-3.4 0.2 -5.1
1.5 -0.3 5.4
0.6 -1.2 -4.8
-4.3 11.2 -2.6
0.9 2.4 0.4
-2.9 -10.8 1.1
-0.4 1.8 -3.5
4.7 0.8 7.5
-0.6 3.3 -9.6
1.8 -2.9 5.7
0.1 -2.3 5.9
-2.3 -0.1 1.1
0.0 -1.1 0.5
-0.2 0.5 -0.3
0.0 -0.2 0.5
-1.1 -0.9 0.9
-8.7 3.1 7.7
4.2 -2.8 2.8
0.9 1.1 2.1
-1.4 -0.1 -4.3
0.5 1.6 0.3
-0.2 -0.8 -0.5
-0.8 -3.2 -0.5
5.3 0.2 4.0
0.0 1.4 -2.0
-0.3 -2.3 0.0
-3.4 -0.5 -2.8
-1.5 1.7 -1.8

No. 2
DFT (wB97M-V/def2-TZVPD) results for the molecule C13H17NO5.

Calculated values
- LUMO level (eV) = -1.142
- energy above the lowest of the compared OMol25 structures with the same formula, charge and spin (kcal per mole) = 299.8

Last column: Mulliken charge in e.
CARTESIAN COORDINATES (ANGSTROEM)
C1 -5.698688 -0.624063 1.554653  -1.37
C2 -5.563242 -0.368945 -0.031153  -0.37
O1 -4.669189 0.407803 -0.518908  -0.27
C3 -3.515254 0.030576 -0.466147  0.75
O2 -3.229832 -1.165986 -0.260053  -0.63
C4 -2.511613 1.254282 -0.990267  -1.19
N1 -1.195507 0.758677 -0.985413  -0.13
C5 -0.118441 1.272761 -0.172269  0.67
O3 -0.362561 2.601446 0.389400  -0.70
C6 1.027325 0.665650 -0.230339  -0.25
C7 2.333378 1.163486 0.028591  -0.61
C8 3.456494 0.656651 0.152916  1.08
O4 4.832379 1.426965 0.056300  -0.35
C9 4.708536 2.773772 0.310429  -1.06
C10 3.580566 -0.722424 -0.144631  -0.66
C11 2.450077 -1.368410 -0.062189  0.54
O5 2.384315 -2.644417 -0.373092  -0.43
C12 3.681547 -3.505117 -0.070580  -1.02
C13 1.212043 -0.994840 -0.270252  -0.88
H1 -4.840601 -1.215073 1.764330  0.39
H2 -5.916467 0.241509 2.017306  0.38
H3 -6.530855 -1.091039 1.740443  0.49
H4 -5.374357 -1.199084 -0.601886  0.47
H5 -6.591396 0.066148 -0.395810  0.24
H6 -2.577716 2.011017 -0.252096  0.46
H7 -2.748270 1.689076 -1.821186  0.61
H8 -1.018566 -0.105584 -1.261592  0.25
H9 2.161208 2.343985 0.099326  0.18
H10 4.146156 3.081588 0.979812  0.55
H11 4.193635 3.272491 -0.553080  0.37
H12 5.780551 3.123259 0.333180  0.23
H13 4.504359 -1.108403 0.201328  0.45
H14 4.259106 -3.483341 -0.912525  0.39
H15 3.358724 -4.418755 -0.123766  0.40
H16 4.052240 -3.356732 0.983567  0.34
H17 0.339928 -1.468917 -0.114340  0.66

Atomic forces in eV per Å
4.5 0.4 -5.3
-8.7 -1.9 2.6
-0.9 8.0 -0.6
7.4 -2.5 -2.1
0.8 2.7 0.1
0.4 -4.7 6.2
3.1 4.7 3.4
-10.4 10.4 0.1
1.7 -7.4 -2.7
9.4 -10.1 1.1
-10.1 9.9 -0.5
10.4 -3.1 -2.1
-4.1 -3.5 1.2
5.5 -0.4 -8.1
3.4 4.6 3.3
-1.0 -3.9 -2.5
3.8 -6.4 1.2
-2.4 5.1 2.3
-3.1 11.6 0.6
0.7 0.0 1.2
0.6 3.4 1.9
-4.6 -3.5 0.4
-0.7 -3.4 -0.4
1.7 -0.8 0.7
0.0 0.8 1.0
-2.0 1.9 -5.3
0.5 -4.7 -1.8
1.0 -2.3 0.0
-4.7 2.2 7.5
0.7 -0.2 -0.1
-1.3 0.1 0.3
1.0 -0.9 -0.8
2.4 1.2 -1.7
-2.5 -5.2 0.2
0.0 0.4 -1.5
-2.4 -2.4 0.1

no.,E_tot (a.u.),largest force on an atom (eV/Å)
1,-1259.1337,13.7
2,-936.0953,14.7